--- one ---
{"formula": "C5H8O3", "method": "ωB97M-V/def2-TZVPD", "spin_multiplicity": 1, "e_lumo_ev": 0.42, "gap_ha": 0.357, "smiles": "C/C=C(\\OC)C(=O)O", "homo_energy_ev": -9.3, "species": ["C", "C", "C", "O", "C", "C", "O", "O", "H", "H", "H", "H", "H", "H", "H", "H"], "coordinates": [[2.264, -0.655, -0.398], [0.803, -0.814, -0.011], [-0.353, 0.004, -0.236], [-0.240, 1.269, -0.583], [-0.830, 2.102, 0.453], [-1.707, -0.682, -0.301], [-2.594, -0.128, -0.943], [-1.936, -1.823, 0.396], [2.631, 0.081, 0.331], [2.598, -0.455, -1.375], [2.761, -1.613, -0.124], [0.483, -1.769, 0.299], [-0.369, 1.849, 1.395], [-0.534, 3.125, 0.080], [-1.863, 1.904, 0.533], [-1.113, -2.394, 0.484]], "nbo_charge": [-0.661, -0.172, 0.196, -0.506, -0.251, 0.719, -0.554, -0.677, 0.230, 0.237, 0.217, 0.152, 0.176, 0.207, 0.196, 0.492]}

--- two ---
{"formula": "C5H8O3", "method": "ωB97M-V/def2-TZVPD", "spin_multiplicity": 1, "e_lumo_ev": 0.55, "gap_ha": 0.319, "homo_energy_ev": -8.1, "species": ["C", "C", "C", "C", "C", "O", "O", "O", "H", "H", "H", "H", "H", "H", "H", "H"], "coordinates": [[0.085, -0.226, 0.167], [1.610, 0.062, -0.407], [0.300, 1.380, 0.042], [-0.927, -0.725, -0.795], [-1.884, -1.578, -0.455], [0.487, 1.874, 1.320], [0.011, -0.715, 1.453], [-0.199, 2.070, -0.830], [0.165, 2.787, 1.326], [0.383, -0.050, 2.054], [1.344, -1.092, -0.367], [2.363, 0.151, 0.373], [1.719, 0.203, -1.477], [-0.869, -0.286, -1.782], [-2.638, -1.877, -1.165], [-1.950, -1.977, 0.544]], "nbo_charge": [0.160, -0.769, 0.760, -0.228, -0.369, -0.746, -0.691, -0.650, 0.511, 0.504, 0.325, 0.269, 0.277, 0.231, 0.205, 0.210]}

We find one to be the most stable, with the next structure 0.0747 hartree higher.

--- one ---
{"formula": "C15H23ClN4O4S", "method": "ωB97M-V/def2-TZVPD", "spin_multiplicity": 1, "e_lumo_ev": 0.57, "gap_ha": 0.331, "smiles": "CO[C@@]1(C(=O)NC[C@H](CO)NC(=O)Cc2cc(Cl)n(C)n2)CCSC1", "homo_energy_ev": -8.4, "species": ["C", "O", "C", "C", "O", "N", "C", "C", "C", "O", "N", "C", "O", "C", "C", "C", "C", "Cl", "N", "C", "N", "C", "C", "S", "C", "H", "H", "H", "H", "H", "H", "H", "H", "H", "H", "H", "H", "H", "H", "H", "H", "H", "H", "H", "H", "H", "H", "H"], "coordinates": [[-2.059, -0.697, -0.193], [-0.792, -1.269, 0.088], [-0.107, -1.817, -1.038], [0.242, -0.660, -1.993], [-0.262, -0.564, -3.100], [1.095, 0.255, -1.483], [1.298, 1.538, -2.124], [0.190, 2.530, -1.771], [0.428, 3.863, -2.471], [0.386, 3.636, -3.869], [0.028, 2.789, -0.334], [0.851, 2.405, 0.677], [2.011, 2.057, 0.525], [0.233, 2.417, 2.068], [0.176, 1.009, 2.574], [1.251, 0.157, 2.884], [0.635, -1.019, 3.225], [1.316, -2.504, 3.732], [-0.698, -0.847, 3.129], [-1.740, -1.846, 3.231], [-0.991, 0.399, 2.721], [1.098, -2.548, -0.457], [0.550, -3.768, 0.275], [-0.897, -4.344, -0.680], [-0.910, -2.887, -1.765], [-2.321, -0.095, 0.674], [-2.028, -0.061, -1.084], [-2.820, -1.469, -0.340], [1.385, 0.176, -0.520], [2.272, 1.926, -1.843], [1.261, 1.394, -3.201], [-0.752, 2.111, -2.133], [-0.346, 4.575, -2.162], [1.400, 4.259, -2.154], [0.573, 4.459, -4.328], [-0.922, 2.965, -0.053], [0.877, 3.028, 2.701], [-0.772, 2.840, 2.079], [2.305, 0.369, 2.857], [-1.526, -2.519, 4.057], [-2.674, -1.324, 3.417], [-1.812, -2.413, 2.301], [1.757, -2.848, -1.275], [1.662, -1.906, 0.223], [1.287, -4.566, 0.345], [0.228, -3.503, 1.279], [-1.931, -2.577, -1.969], [-0.437, -3.103, -2.720]], "nbo_charge": [-0.267, -0.562, 0.173, 0.664, -0.630, -0.615, -0.242, -0.070, -0.059, -0.721, -0.612, 0.702, -0.652, -0.518, 0.150, -0.349, 0.120, 0.040, -0.175, -0.415, -0.278, -0.422, -0.513, 0.166, -0.550, 0.213, 0.177, 0.176, 0.420, 0.230, 0.249, 0.213, 0.162, 0.166, 0.475, 0.397, 0.245, 0.224, 0.251, 0.219, 0.230, 0.222, 0.221, 0.228, 0.225, 0.214, 0.239, 0.237]}

--- two ---
{"formula": "C15H23ClN4O4S", "method": "ωB97M-V/def2-TZVPD", "spin_multiplicity": 1, "e_lumo_ev": 0.49, "gap_ha": 0.335, "smiles": "CO[C@@]1(C(=O)NC[C@H](CO)NC(=O)Cc2cc(Cl)n(C)n2)CCSC1", "homo_energy_ev": -8.6, "species": ["C", "O", "C", "C", "O", "N", "C", "C", "C", "O", "N", "C", "O", "C", "C", "C", "C", "Cl", "N", "C", "N", "C", "C", "S", "C", "H", "H", "H", "H", "H", "H", "H", "H", "H", "H", "H", "H", "H", "H", "H", "H", "H", "H", "H", "H", "H", "H", "H"], "coordinates": [[1.209, -3.134, -2.288], [2.226, -2.513, -1.512], [2.621, -1.206, -1.920], [1.617, -0.143, -1.434], [1.634, 0.998, -1.858], [0.789, -0.593, -0.471], [-0.207, 0.216, 0.200], [-1.381, -0.661, 0.612], [-2.393, 0.132, 1.427], [-2.853, 1.195, 0.606], [-0.852, -1.784, 1.370], [-1.585, -2.870, 1.731], [-2.762, -2.993, 1.458], [-0.805, -3.948, 2.483], [0.627, -4.061, 2.062], [1.755, -3.397, 2.585], [2.781, -3.805, 1.765], [4.444, -3.418, 1.795], [2.277, -4.648, 0.849], [2.983, -5.337, -0.212], [0.953, -4.808, 1.014], [3.977, -0.961, -1.262], [4.972, -1.882, -1.958], [4.452, -1.975, -3.707], [2.892, -1.087, -3.414], [0.809, -3.947, -1.684], [0.396, -2.439, -2.518], [1.618, -3.538, -3.217], [0.898, -1.562, -0.214], [0.218, 0.696, 1.090], [-0.536, 1.005, -0.471], [-1.884, -1.053, -0.276], [-3.205, -0.534, 1.721], [-1.903, 0.517, 2.331], [-3.664, 1.551, 0.977], [0.081, -1.711, 1.745], [-0.873, -3.729, 3.551], [-1.328, -4.884, 2.303], [1.827, -2.748, 3.441], [3.805, -5.919, 0.199], [2.266, -6.001, -0.686], [3.361, -4.618, -0.938], [4.241, 0.086, -1.415], [3.927, -1.157, -0.189], [5.988, -1.498, -1.898], [4.949, -2.881, -1.526], [2.101, -1.518, -4.025], [2.980, -0.033, -3.664]], "nbo_charge": [-0.269, -0.574, 0.177, 0.664, -0.628, -0.627, -0.228, -0.068, -0.069, -0.726, -0.642, 0.699, -0.616, -0.531, 0.135, -0.382, 0.124, 0.048, -0.167, -0.419, -0.269, -0.421, -0.513, 0.171, -0.556, 0.208, 0.181, 0.185, 0.419, 0.186, 0.255, 0.218, 0.198, 0.152, 0.477, 0.404, 0.239, 0.262, 0.240, 0.215, 0.237, 0.229, 0.231, 0.228, 0.227, 0.211, 0.233, 0.251]}

--- three ---
{"formula": "C15H23ClN4O4S", "method": "ωB97M-V/def2-TZVPD", "spin_multiplicity": 1, "e_lumo_ev": 0.52, "gap_ha": 0.338, "smiles": "CO[C@@]1(C(=O)NC[C@H](CO)NC(=O)Cc2cc(Cl)n(C)n2)CCSC1", "homo_energy_ev": -8.7, "species": ["C", "O", "C", "C", "O", "N", "C", "C", "C", "O", "N", "C", "O", "C", "C", "C", "C", "Cl", "N", "C", "N", "C", "C", "S", "C", "H", "H", "H", "H", "H", "H", "H", "H", "H", "H", "H", "H", "H", "H", "H", "H", "H", "H", "H", "H", "H", "H", "H"], "coordinates": [[-1.419, 0.032, 3.804], [-1.590, -0.649, 2.569], [-2.122, 0.088, 1.480], [-1.024, 0.841, 0.716], [-1.313, 1.511, -0.274], [0.221, 0.689, 1.181], [1.378, 1.260, 0.524], [2.017, 0.294, -0.473], [1.074, 0.004, -1.650], [0.642, 1.167, -2.301], [2.361, -1.004, 0.108], [2.532, -1.310, 1.420], [2.629, -0.484, 2.310], [2.524, -2.803, 1.727], [1.110, -3.282, 1.866], [0.272, -3.823, 0.871], [-0.909, -4.051, 1.534], [-2.373, -4.726, 0.964], [-0.754, -3.667, 2.814], [-1.740, -3.650, 3.873], [0.480, -3.186, 3.028], [-2.765, -0.943, 0.553], [-4.012, -1.453, 1.266], [-4.697, -0.034, 2.192], [-3.262, 1.030, 1.857], [-0.777, -0.604, 4.412], [-0.926, 1.000, 3.675], [-2.377, 0.175, 4.310], [0.373, 0.057, 1.953], [1.061, 2.142, -0.030], [2.095, 1.556, 1.281], [2.917, 0.782, -0.860], [1.607, -0.607, -2.384], [0.228, -0.589, -1.278], [-0.106, 1.514, -1.784], [2.255, -1.791, -0.513], [3.035, -3.367, 0.945], [3.052, -2.940, 2.667], [0.490, -4.049, -0.158], [-1.198, -3.591, 4.812], [-2.392, -2.783, 3.769], [-2.330, -4.563, 3.845], [-3.024, -0.445, -0.381], [-2.062, -1.751, 0.340], [-4.755, -1.823, 0.563], [-3.769, -2.248, 1.967], [-3.041, 1.637, 2.732], [-3.453, 1.692, 1.015]], "nbo_charge": [-0.268, -0.566, 0.174, 0.677, -0.689, -0.608, -0.247, -0.071, -0.064, -0.730, -0.615, 0.698, -0.638, -0.522, 0.144, -0.365, 0.117, 0.043, -0.169, -0.414, -0.259, -0.421, -0.512, 0.172, -0.555, 0.210, 0.178, 0.184, 0.436, 0.233, 0.243, 0.202, 0.175, 0.163, 0.503, 0.391, 0.221, 0.259, 0.234, 0.235, 0.220, 0.218, 0.235, 0.230, 0.228, 0.211, 0.233, 0.248]}

We find three to be the most stable, with the next structure 0.0095 hartree higher.

--- one ---
{"formula": "C3H6IN2", "method": "ωB97M-V/def2-TZVPD", "spin_multiplicity": 1, "e_lumo_ev": -4.82, "total_charge": 1, "gap_ha": 0.313, "smiles": "[H]/N=C1/[C@@H]([NH3+])[C@@H]1I", "homo_energy_ev": -13.3, "species": ["H", "N", "C", "C", "N", "C", "I", "H", "H", "H", "H", "H"], "coordinates": [[0.996, -3.089, 0.297], [0.427, -2.426, -0.225], [0.644, -1.213, -0.025], [0.463, 0.111, -0.527], [-0.934, 0.882, -0.184], [1.483, -0.082, 0.552], [3.630, 0.014, -0.026], [0.604, 0.452, -1.525], [-1.722, 0.188, -0.280], [-0.884, 1.756, -0.727], [-0.962, 1.087, 0.852], [1.043, 0.334, 1.535]], "nbo_charge": [0.385, -0.474, 0.226, -0.123, -0.720, -0.427, 0.248, 0.251, 0.470, 0.463, 0.442, 0.260]}

--- two ---
{"formula": "C3H6IN2", "method": "ωB97M-V/def2-TZVPD", "spin_multiplicity": 1, "e_lumo_ev": -4.42, "total_charge": 1, "gap_ha": 0.359, "homo_energy_ev": -14.2, "species": ["C", "C", "C", "N", "N", "I", "H", "H", "H", "H", "H", "H"], "coordinates": [[-0.303, -1.343, -0.367], [1.166, 0.005, 0.697], [-0.879, 0.055, -0.563], [0.754, -1.277, 0.315], [0.052, 0.965, 0.042], [-2.895, 0.221, 0.014], [-0.751, -2.338, -0.752], [1.038, -0.022, 1.764], [2.252, 0.073, 0.476], [-0.570, 0.556, -1.938], [-0.453, 1.422, 0.881], [0.589, 1.682, -0.570]], "nbo_charge": [0.060, -0.101, -0.308, -0.341, -0.620, 0.319, 0.274, 0.239, 0.270, 0.262, 0.466, 0.478]}

We find one to be the most stable, with the next structure 0.0039 hartree higher.